Density functional theory data (the ωB97M-V functional and the def2-TZVPD basis) for a structure of composition C20H23BN6O2S3SbSe4V in a non-equilibrium geometry.

Properties
maximum force	0.118	Eh/bohr
expectation value of S²	1.17
gap between HOMO and LUMO (alpha / beta)	4.14 / 5.47	eV
multiplicity	2
HOMO energy (alpha / beta)	-3.5 / -3.5	eV
net charge	-1
DFT total energy	-13264.3663	hartree

The geometry in XYZ format:
```
61
Properties=species:S:1:pos:R:3:nbo_charge:R:1
V 0.260 0.124 -0.551 0.14
C -0.127 3.760 2.007 -0.41
N 1.144 3.513 1.378 -0.35
C 2.379 3.882 1.877 -0.10
C 3.273 3.696 0.887 -0.03
N 2.615 3.223 -0.224 -0.48
B 3.168 3.334 -1.679 0.20
N 2.935 2.042 -2.543 -0.46
C 3.105 2.047 -3.905 -0.05
C 2.921 0.793 -4.369 -0.08
N 2.635 -0.005 -3.286 -0.33
C 2.410 -1.439 -3.341 -0.42
C 2.630 0.789 -2.180 0.27
S 2.403 0.221 -0.574 -0.03
C 1.319 3.091 0.098 0.31
S 0.118 2.387 -0.865 -0.09
H -0.089 3.473 3.056 0.21
H -0.899 3.179 1.512 0.25
H -0.397 4.816 1.931 0.21
H 2.492 4.211 2.895 0.22
H 4.337 3.848 0.873 0.23
H 4.354 3.506 -1.585 -0.05
H 2.564 4.218 -2.235 -0.04
H 3.353 2.955 -4.426 0.23
H 2.963 0.396 -5.367 0.23
H 2.828 -1.832 -4.263 0.22
H 1.344 -1.665 -3.318 0.22
H 2.897 -1.926 -2.495 0.26
C -4.341 -4.758 1.077 -0.64
C -4.009 -3.478 0.383 0.03
C -4.502 -2.259 0.846 -0.22
C -4.042 -1.070 0.314 -0.22
C -3.113 -1.091 -0.723 -0.27
C -2.693 -2.299 -1.269 -0.20
C -3.147 -3.485 -0.717 -0.19
S -2.100 0.375 -0.740 2.31
O -1.085 0.207 -1.830 -0.82
O -2.870 1.574 -0.725 -0.89
N -1.267 0.049 0.574 -0.90
C -0.799 0.396 1.803 0.39
C -1.606 0.717 2.905 -0.27
C -0.999 0.803 4.135 -0.15
C 0.376 0.591 4.246 -0.30
C 1.095 0.292 3.108 0.08
N 0.530 0.208 1.904 -0.45
H -5.082 -4.605 1.862 0.20
H -3.424 -5.177 1.504 0.27
H -4.705 -5.502 0.366 0.22
H -5.205 -2.232 1.670 0.21
H -4.346 -0.110 0.715 0.22
H -1.993 -2.311 -2.097 0.25
H -2.778 -4.431 -1.102 0.27
H -2.670 0.835 2.753 0.23
H -1.590 1.001 5.021 0.22
H 0.868 0.625 5.207 0.22
H 2.158 0.082 3.131 0.21
Se 3.208 -4.795 -0.971 -0.75
Sb 0.877 -4.174 -0.681 0.93
Se 0.552 -1.819 -0.481 0.24
Se -0.042 -5.547 1.100 -0.75
Se -0.190 -5.251 -2.597 -0.77
```